# 1
{
  "formula": "C25H25BCl2F24O6",
  "method": "ωB97M-V with the def2-TZVPD basis set",
  "symbols": ["C", "C", "C", "B", "C", "C", "O", "O", "C", "C", "O", "C", "Cl", "C", "C", "Cl", "H", "H", "H", "H", "H", "H", "H", "H", "H", "H", "H", "H", "H", "F", "C", "F", "C", "F", "F", "C", "O", "C", "F", "F", "C", "F", "F", "H", "H", "H", "H", "F", "C", "F", "C", "F", "F", "C", "O", "C", "F", "F", "C", "F", "F", "H", "H", "H", "H", "F", "C", "F", "C", "F", "F", "C", "O", "C", "F", "F", "C", "F", "F", "H", "H", "H", "H"],
  "coordinates": [[3.42187, -6.42123, 1.83187], [3.06951, -5.13235, 2.29975], [2.77457, -3.64823, 2.97354], [2.81878, -2.40557, 1.89598], [1.92886, -1.03739, 2.28439], [0.58179, -1.06212, 1.31248], [0.64579, -0.72809, -0.00343], [-0.75269, -1.43726, 1.82962], [-1.61372, -1.97931, 0.74876], [-1.62435, -3.59533, 0.31793], [-2.49019, -1.21092, 0.05854], [3.61155, -2.37882, 0.45671], [2.60284, -3.34167, -0.78265], [5.16696, -2.89188, 0.50458], [6.01053, -1.88092, -0.52703], [5.99906, -2.74151, 2.15306], [3.47345, -7.54988, 1.50916], [3.67057, -3.45335, 3.73821], [1.79699, -3.64065, 3.65889], [2.53052, -0.04642, 2.05401], [1.53844, -1.09213, 3.39884], [-1.30237, -4.28667, 1.23446], [-1.01106, -3.80048, -0.65785], [-2.75230, -3.85914, 0.06258], [3.60830, -1.24527, 0.08454], [5.21314, -3.96673, 0.02055], [6.89339, -2.43197, -1.07061], [6.49828, -1.06704, 0.19711], [5.31582, -1.30351, -1.27095], [2.57472, 1.89279, -2.42905], [2.86958, 0.62012, -2.08748], [4.07713, 0.66196, -1.46006], [2.92321, -0.31319, -3.29235], [3.93228, 0.02667, -4.13835], [3.22846, -1.57201, -2.84298], [1.61405, -0.42074, -4.08813], [1.51179, 0.40301, -5.25371], [1.09717, 1.74770, -5.01624], [0.64052, 1.85383, -3.74464], [0.01835, 1.94971, -5.81887], [2.18847, 2.77552, -5.34849], [3.32748, 2.54912, -4.64571], [1.78353, 4.03570, -5.03718], [2.13243, 0.27711, -1.35407], [1.57338, -1.44502, -4.47961], [0.72746, -0.33719, -3.44980], [2.43858, 2.75063, -6.41343], [0.97305, 3.37641, 4.12419], [-0.19369, 3.55846, 3.46929], [-0.13192, 4.80038, 2.91486], [-1.40603, 3.44039, 4.38686], [-1.41564, 4.42488, 5.32502], [-2.53287, 3.64086, 3.63202], [-1.56246, 2.08036, 5.08298], [-1.06133, 1.99196, 6.42039], [0.33783, 1.73437, 6.53208], [0.82086, 1.37082, 5.31912], [0.44977, 0.63463, 7.32387], [1.11108, 2.90357, 7.15881], [0.94299, 4.05434, 6.45882], [2.44713, 2.65140, 7.17736], [-0.24775, 2.83660, 2.64775], [-2.64117, 1.90964, 5.18930], [-1.21458, 1.24845, 4.46058], [0.78331, 3.08331, 8.18717], [-6.09470, 0.86343, -4.82539], [-5.32363, -0.24506, -4.82488], [-5.96339, -1.15693, -5.60768], [-5.10053, -0.80376, -3.42354], [-6.26613, -1.23183, -2.86897], [-4.31237, -1.92050, -3.53055], [-4.40061, 0.15351, -2.44759], [-5.25141, 0.89423, -1.56719], [-5.81196, 2.08502, -2.11882], [-5.18521, 2.37194, -3.28570], [-5.47756, 3.08425, -1.25940], [-7.33926, 2.01470, -2.26078], [-7.72825, 0.96431, -3.02752], [-7.82616, 3.13436, -2.85934], [-4.37222, -0.00721, -5.31187], [-3.80098, -0.47360, -1.77586], [-3.66786, 0.79806, -2.94569], [-7.81921, 1.91436, -1.28259]],
  "forces_ev_per_angstrom": [[-3.08, 8.84, 3.53], [2.22, -8.36, -2.47], [0.80, -1.37, 0.23], [-0.62, -0.28, 0.04], [-1.84, 0.03, 0.22], [-0.14, 1.80, -6.40], [-0.23, -2.24, 8.39], [1.90, -0.62, -2.67], [-4.85, 2.79, -4.85], [-0.56, 0.11, 1.10], [6.19, -4.58, 5.34], [0.80, 1.37, 0.73], [0.85, 0.44, 1.43], [-0.15, 0.60, -3.41], [0.59, 0.57, 1.21], [-1.07, -0.42, -1.21], [-0.09, 3.05, 0.76], [-1.77, -0.41, -1.62], [2.03, -0.35, -1.74], [-1.48, -1.99, 0.41], [0.88, 0.34, -2.25], [-0.42, 1.62, -2.18], [-0.87, 0.68, 2.12], [2.42, 0.87, 0.61], [0.04, -2.60, 0.59], [-0.03, 1.99, 1.76], [-1.89, 1.01, 1.05], [-1.02, -1.65, -1.78], [1.36, -1.51, 1.35], [0.34, -0.31, 0.31], [-0.08, 0.26, 0.88], [0.20, -0.20, -0.13], [0.35, -0.10, -0.96], [-0.17, 0.07, 0.34], [-0.22, 0.66, 0.04], [-0.57, -0.86, -0.47], [0.09, 1.70, 0.93], [-0.89, -1.90, 0.29], [-0.12, 0.52, -0.83], [0.69, 0.27, 0.09], [0.76, 0.62, -0.15], [-0.46, -0.06, -0.48], [-0.30, -0.48, -0.02], [-0.04, -0.15, -0.20], [0.26, 0.27, 0.00], [0.34, 0.19, 0.05], [-0.20, -0.17, 0.06], [-0.23, 0.23, -0.38], [0.45, 0.63, -0.93], [-0.32, -0.21, 0.21], [-0.52, 0.35, 0.88], [0.20, -0.23, -0.38], [0.56, -0.29, -0.15], [-0.92, -0.64, 0.24], [1.92, 0.29, -0.46], [-1.76, -1.00, -0.66], [0.36, -0.18, 0.83], [0.22, 0.72, -0.02], [0.44, 0.87, 0.32], [-0.12, -0.53, 0.44], [-0.40, -0.37, -0.12], [-0.16, -0.07, 0.11], [0.24, 0.28, 0.07], [0.14, 0.34, 0.04], [-0.13, -0.22, -0.11], [0.17, -0.49, -0.26], [-0.21, -0.20, -1.06], [0.16, -0.11, 0.31], [-0.45, -0.17, 0.96], [0.22, 0.15, -0.37], [0.06, 0.43, -0.37], [0.83, -0.22, 0.83], [-0.96, 1.04, -1.43], [2.02, -0.71, 0.49], [-0.55, 0.54, 0.62], [-0.64, -0.33, -0.28], [-0.93, -0.13, -0.13], [0.18, 0.34, 0.53], [0.49, -0.08, 0.19], [0.05, -0.02, 0.20], [-0.35, 0.02, -0.09], [-0.35, -0.10, -0.12], [0.27, 0.02, 0.02]],
  "lowdin_charge": [0.057, -0.104, -0.146, -0.338, -0.003, -0.198, -0.046, -0.012, -0.233, -0.008, -0.011, -0.567, 0.625, -0.647, -0.134, 0.574, 0.050, 0.117, 0.128, 0.147, 0.124, 0.102, 0.097, 0.104, 0.103, 0.118, 0.091, 0.080, 0.060, 0.091, -0.291, 0.072, -0.423, 0.124, 0.029, -0.047, 0.032, -0.476, 0.121, 0.136, -0.263, 0.087, 0.094, 0.141, 0.153, 0.148, 0.176, 0.082, -0.291, 0.093, -0.429, 0.124, 0.104, -0.052, 0.033, -0.477, 0.109, 0.137, -0.263, 0.088, 0.093, 0.174, 0.153, 0.141, 0.177, 0.085, -0.292, 0.088, -0.428, 0.123, 0.099, -0.054, 0.036, -0.477, 0.119, 0.138, -0.264, 0.086, 0.092, 0.175, 0.120, 0.147, 0.175],
  "smiles": "C#CCB(CC(=O)OC(C)=O)[C@H](Cl)[C@@H](C)Cl.FC(F)C(F)(F)COC(F)(F)C(F)F.FC(F)C(F)(F)COC(F)(F)C(F)F.FC(F)C(F)(F)COC(F)(F)C(F)F",
  "energy_ha": -4760.742129,
  "total_charge": 0,
  "lumo_energy_ev": -1.2
}

=====

# 2
{
  "formula": "C4H6O",
  "method": "ωB97M-V with the def2-TZVPD basis set",
  "symbols": ["C", "C", "C", "O", "C", "H", "H", "H", "H", "H", "H"],
  "coordinates": [[-1.13852, -0.48212, -0.18179], [-0.00863, -0.06176, 0.73483], [1.28998, -0.16139, -0.01744], [0.75218, 0.55946, -1.15159], [-0.43657, 0.80847, -0.40083], [-2.12421, -0.41027, 0.26592], [-1.02099, -1.27261, -0.92636], [-0.10026, -0.00532, 1.81082], [1.51547, -1.21730, -0.15595], [2.11614, 0.43306, 0.39047], [-0.84458, 1.80980, -0.36809]],
  "forces_ev_per_angstrom": [[-0.19, -0.03, 0.01], [-0.04, 0.04, 0.36], [0.07, -0.40, 0.38], [0.02, 0.01, 0.06], [-0.37, 0.38, 0.00], [0.10, -0.03, 0.02], [0.07, 0.20, 0.22], [-0.16, 0.24, -0.13], [0.73, 0.07, -0.70], [-0.11, -0.41, 0.10], [-0.12, -0.08, -0.32]],
  "lowdin_charge": [-0.056, -0.190, -0.152, -0.073, -0.267, 0.106, 0.116, 0.130, 0.116, 0.127, 0.144],
  "energy_ha": -231.159028,
  "total_charge": 0,
  "lumo_energy_ev": 1.2
}

=====

# 3
{
  "formula": "C26H29Cl3N2O4S",
  "method": "ωB97M-V with the def2-TZVPD basis set",
  "symbols": ["C", "C", "Cl", "C", "Cl", "C", "C", "C", "C", "Cl", "O", "S", "O", "O", "O", "C", "C", "C", "C", "C", "C", "C", "C", "C", "H", "H", "H", "H", "H", "H", "H", "H", "H", "H", "H", "H", "H", "H", "H", "H", "H", "H", "H", "N", "C", "C", "C", "C", "C", "H", "H", "H", "H", "H", "N", "C", "C", "C", "C", "C", "H", "H", "H", "H", "H"],
  "coordinates": [[2.03013, 4.28758, 2.92908], [1.93094, 2.80407, 3.17663], [2.02108, 2.36995, 4.86814], [1.78432, 1.85092, 2.24216], [1.64084, 0.20492, 2.81925], [1.73345, 2.14252, 0.75461], [1.71650, 0.96801, -0.25890], [2.78355, -0.13830, -0.06914], [2.24876, -1.56448, -0.32532], [0.78833, -1.99858, 0.62890], [2.97730, 2.87244, 0.39927], [2.67385, 4.10781, -0.56130], [3.63154, 5.13327, -0.38280], [2.51815, 3.76201, -1.93432], [1.21293, 4.46046, 0.04579], [0.65713, 3.13492, 0.23936], [-0.78221, 3.03790, 0.80536], [-1.61476, 2.21615, -0.17691], [-2.05119, 2.81201, -1.33300], [-2.76505, 2.07539, -2.25119], [-3.02664, 0.75088, -1.99391], [-3.78064, -0.06033, -3.04000], [-2.61512, 0.15235, -0.82841], [-1.90197, 0.89994, 0.08120], [2.71532, 4.55152, 2.12985], [2.26526, 4.79287, 3.86558], [1.02928, 4.64196, 2.64837], [1.92642, 1.42890, -1.22785], [0.71988, 0.52497, -0.36216], [3.32858, -0.07138, 0.87283], [3.54367, -0.00027, -0.85024], [2.01643, -1.70377, -1.38199], [3.05273, -2.24668, -0.04268], [0.49611, 2.82774, -0.80046], [-1.23509, 4.03331, 0.83462], [-0.77597, 2.56023, 1.78958], [-1.84319, 3.85604, -1.55806], [-3.11887, 2.52700, -3.17161], [-3.90404, 0.52392, -3.95599], [-3.14933, -0.91084, -3.32570], [-4.74069, -0.40121, -2.64542], [-2.82157, -0.89304, -0.62001], [-1.51925, 0.48858, 1.01374], [-0.83568, -2.05121, -4.46518], [-0.17552, -3.06142, -3.89925], [0.25633, -4.18317, -4.58971], [-0.01542, -4.26286, -5.94574], [-0.70172, -3.22409, -6.55281], [-1.08602, -2.14564, -5.77054], [0.01145, -2.95716, -2.83486], [0.79042, -4.97219, -4.07797], [0.30344, -5.12261, -6.52153], [-0.93400, -3.24798, -7.60870], [-1.62258, -1.30807, -6.20361], [-0.79306, -2.73565, 6.89769], [-0.18746, -2.04843, 5.92976], [-0.08765, -2.48902, 4.61888], [-0.64471, -3.71438, 4.29373], [-1.27730, -4.44526, 5.28598], [-1.32435, -3.91152, 6.56512], [0.23708, -1.09602, 6.22932], [0.41344, -1.88711, 3.87445], [-0.58665, -4.09413, 3.28096], [-1.72484, -5.40689, 5.07436], [-1.81209, -4.44685, 7.37273]],
  "forces_ev_per_angstrom": [[-0.81, -0.16, 0.30], [0.28, 0.03, -0.05], [-0.07, 0.19, -0.43], [0.02, 0.08, 0.71], [-0.11, 0.46, -0.49], [0.48, 0.05, -1.04], [0.32, -0.58, 0.32], [-0.24, -0.08, -0.51], [0.73, 0.55, 0.31], [0.10, -0.20, -0.34], [0.05, 0.51, -0.04], [0.20, 0.96, -1.20], [-0.08, 0.25, 1.54], [-0.63, -1.20, 0.13], [1.17, -0.48, 0.81], [-1.74, -0.55, -1.39], [0.38, 0.06, -0.30], [0.55, 0.87, 1.11], [-0.17, 0.64, -0.69], [0.11, 0.36, -0.03], [-1.14, -0.95, -1.46], [0.72, 0.05, 0.15], [0.23, -0.33, 0.50], [0.29, -0.32, 0.70], [0.13, 0.00, 0.20], [0.26, -0.03, -0.23], [0.19, 0.05, -0.07], [-0.19, 0.12, 0.18], [0.04, 0.13, 0.39], [-0.28, -0.08, -0.01], [-0.04, 0.00, 0.17], [-0.17, 0.01, 0.17], [-0.32, -0.19, -0.08], [0.19, -0.11, 0.16], [0.28, -0.03, 0.36], [-0.09, 0.31, 0.02], [0.08, -0.07, 0.21], [0.05, -0.02, 0.06], [-0.29, -0.01, 0.20], [-0.31, -0.07, 0.13], [0.06, -0.03, -0.23], [-0.04, 0.08, -0.14], [-0.19, -0.22, -0.14], [0.03, -0.13, -0.06], [-0.04, 0.14, 0.10], [-0.01, 0.02, -0.03], [0.02, -0.06, -0.05], [0.02, -0.01, 0.04], [-0.04, 0.12, 0.08], [0.01, -0.06, 0.00], [-0.01, 0.01, 0.02], [0.00, 0.01, 0.01], [-0.01, 0.02, 0.01], [0.00, -0.04, -0.05], [0.01, -0.06, -0.15], [-0.02, 0.04, 0.15], [-0.01, -0.04, 0.03], [0.00, -0.04, -0.09], [0.02, 0.04, 0.00], [0.00, 0.07, 0.13], [0.02, 0.01, -0.07], [-0.03, -0.03, 0.00], [0.01, 0.01, 0.00], [-0.01, 0.00, 0.03], [-0.01, -0.05, -0.04]],
  "lowdin_charge": [-0.070, -0.678, 0.676, -0.565, 0.713, -0.352, -0.127, -0.251, -0.548, 0.526, -0.153, 0.608, -0.205, -0.217, -0.149, -0.273, -0.038, -0.253, -0.035, -0.036, -0.277, -0.043, -0.034, -0.052, 0.070, 0.073, 0.095, 0.119, 0.097, 0.082, 0.120, 0.066, 0.073, 0.123, 0.133, 0.121, 0.129, 0.115, 0.072, 0.060, 0.081, 0.122, 0.114, 0.055, -0.154, -0.072, -0.081, -0.072, -0.154, 0.094, 0.102, 0.106, 0.101, 0.104, 0.052, -0.150, -0.079, -0.080, -0.076, -0.159, 0.102, 0.029, 0.101, 0.099, 0.101],
  "energy_ha": -3197.322228,
  "total_charge": 0,
  "lumo_energy_ev": 0.5
}

=====

# 4
{
  "formula": "C4H7NO2",
  "method": "ωB97M-V with the def2-TZVPD basis set",
  "symbols": ["O", "C", "C", "N", "C", "O", "C", "H", "H", "H", "H", "H", "H", "H"],
  "coordinates": [[1.48458, 0.66429, -0.76921], [0.27969, -0.04716, -0.94773], [-0.88576, 0.80330, -0.46376], [-0.73014, 1.06656, 0.97162], [-0.10918, 0.20024, 1.65830], [0.37459, -0.99321, 1.27777], [0.24786, -1.31949, -0.11024], [1.30541, 1.29584, -0.05494], [0.16052, -0.32316, -2.00311], [-1.83383, 0.30287, -0.70976], [-0.85418, 1.78451, -0.94723], [0.17039, 0.40128, 2.69210], [-0.69939, -1.84948, -0.30503], [1.08946, -1.98638, -0.28877]],
  "forces_ev_per_angstrom": [[0.08, 0.10, 0.03], [-0.39, -0.27, -0.03], [0.04, 0.04, -0.11], [0.01, -0.28, 0.23], [-0.03, 0.30, -0.02], [-0.19, 0.00, 0.15], [0.08, -0.08, -0.15], [0.34, -0.09, -0.19], [0.15, 0.16, 0.13], [0.12, 0.28, 0.23], [-0.19, -0.21, -0.14], [-0.27, -0.07, -0.06], [0.29, 0.08, 0.22], [-0.06, 0.06, -0.28]],
  "lowdin_charge": [-0.013, -0.370, -0.172, 0.058, -0.245, -0.030, -0.117, 0.090, 0.152, 0.125, 0.120, 0.136, 0.135, 0.133],
  "smiles": "O[C@@H]1CN=COC1",
  "energy_ha": -361.825190,
  "total_charge": 0,
  "lumo_energy_ev": 0.8
}

=====

| no. | frontier orbital gap (hartree) | HOMO energy (eV) | M (u) |
| --- | --- | --- | --- |
| 1 | 0.3128 | -9.67 | 959.139 |
| 2 | 0.3918 | -9.48 | 70.091 |
| 3 | 0.3556 | -9.18 | 571.954 |
| 4 | 0.3943 | -9.90 | 101.105 |